# 1
{
  "formula": "C6H15N",
  "method": "wB97M-V/def2-TZVPD",
  "symbols": ["C", "N", "C", "H", "H", "H", "H", "H", "C", "C", "C", "C", "H", "H", "H", "H", "H", "H", "H", "H", "H", "H"],
  "xyz": [[2.70, -0.16, -2.38], [1.51, -0.52, -2.82], [1.11, -1.87, -2.47], [3.25, 0.61, -2.93], [3.18, -0.61, -1.49], [0.02, -1.82, -2.36], [1.57, -2.22, -1.55], [1.33, -2.49, -3.36], [-0.73, 2.46, 2.17], [-0.56, 1.22, 1.27], [-1.58, 0.08, 1.50], [-1.39, -1.14, 0.57], [-1.72, 2.90, 2.07], [0.01, 3.20, 1.90], [-0.56, 2.21, 3.21], [0.42, 0.74, 1.49], [-0.54, 1.51, 0.22], [-1.44, -0.27, 2.56], [-2.59, 0.45, 1.35], [-2.19, -1.86, 0.75], [-0.40, -1.53, 0.80], [-1.38, -0.88, -0.50]],
  "energy_ev": -7953.9734,
  "de_lowest_kcal_mol": 41.4,
  "smiles": "C=NC.CCCC",
  "homo_energy_ev": -9.63,
  "lumo_energy_ev": 1.0
}

---

# 2
{
  "formula": "C4H9NO2",
  "method": "wB97M-V/def2-TZVPD",
  "symbols": ["C", "C", "C", "O", "C", "N", "O", "H", "H", "H", "H", "H", "H", "H", "H", "H"],
  "xyz": [[0.70, 2.19, 0.94], [0.61, 0.68, 0.74], [-0.79, 0.27, 0.34], [-0.90, -1.16, 0.17], [-0.40, -1.54, -1.01], [-0.38, -2.85, -1.34], [0.06, -0.79, -1.85], [0.01, 2.54, 1.71], [1.71, 2.49, 1.24], [0.47, 2.72, 0.01], [1.31, 0.37, -0.04], [0.89, 0.15, 1.66], [-1.52, 0.51, 1.12], [-1.08, 0.75, -0.60], [-0.75, -3.64, -0.83], [0.04, -2.70, -2.26]],
  "energy_ev": -9879.3541,
  "de_lowest_kcal_mol": 16.3,
  "smiles": "CCCOC(N)=O",
  "homo_energy_ev": -10.14,
  "lumo_energy_ev": 1.0
}

---

# 3
{
  "formula": "C11H15N2O",
  "method": "wB97M-V/def2-TZVPD",
  "symbols": ["C", "C", "C", "C", "C", "C", "C", "C", "C", "C", "C", "N", "N", "O", "H", "H", "H", "H", "H", "H", "H", "H", "H", "H", "H", "H", "H", "H", "H"],
  "xyz": [[3.95, 0.75, 0.06], [4.22, -0.55, -0.12], [2.63, 1.25, 0.35], [3.13, -1.47, -0.21], [1.56, 0.39, 0.26], [1.78, -0.96, -0.17], [-0.70, 1.36, -0.85], [-2.11, 0.90, -0.48], [-0.76, -0.37, 0.79], [0.12, 0.83, 0.40], [-3.18, -1.09, 0.50], [0.77, -1.78, -0.34], [-1.90, -0.51, -0.02], [0.14, 1.93, 1.34], [4.86, 1.39, 0.03], [5.17, -0.94, -0.28], [2.48, 2.34, 0.53], [3.34, -2.43, -0.55], [-0.28, 0.76, -1.72], [-0.59, 2.43, -1.06], [-2.49, 1.60, 0.38], [-2.79, 0.93, -1.31], [-0.68, -0.83, 1.78], [-3.48, -0.49, 1.34], [-3.89, -1.11, -0.27], [-2.87, -2.02, 0.93], [0.86, -2.78, -0.15], [-1.66, -1.19, -0.69], [0.85, 1.67, 1.93]],
  "energy_ev": -16667.5687,
  "de_lowest_kcal_mol": 75.3,
  "total_charge": 1,
  "homo_energy_ev": [-11.50, -11.65],
  "lumo_energy_ev": [-4.8, -3.8]
}

---

# 4
{
  "formula": "C11H20F9NO7P4SYb",
  "method": "wB97M-V/def2-TZVPD",
  "symbols": ["C", "C", "C", "C", "C", "O", "O", "C", "C", "N", "P", "S", "C", "F", "F", "C", "F", "F", "C", "F", "F", "C", "F", "F", "F", "P", "P", "O", "O", "O", "P", "O", "O", "H", "H", "H", "H", "H", "H", "H", "H", "H", "H", "H", "H", "H", "H", "H", "H", "H", "H", "H", "H", "Yb"],
  "xyz": [[-3.63, 0.96, 1.34], [-2.33, 0.75, 0.30], [-1.25, 1.98, 0.35], [-2.05, 3.34, -0.20], [-1.48, 3.90, -1.64], [-1.78, 2.99, -2.79], [-0.09, 1.82, -0.55], [0.98, 1.01, 0.05], [1.62, 0.12, -1.21], [0.77, -1.07, -1.58], [0.59, -1.10, -3.36], [2.26, -0.87, -4.35], [1.33, -2.38, -1.04], [1.72, -2.10, 0.39], [2.62, -2.78, -1.72], [0.32, -3.67, -1.20], [0.85, -4.45, -2.38], [-1.08, -3.29, -1.60], [0.31, -4.70, 0.08], [-0.37, -5.95, -0.41], [1.67, -5.13, 0.52], [-0.48, -4.15, 1.40], [0.51, -4.15, 2.54], [-1.55, -5.13, 1.81], [-1.00, -2.76, 1.30], [2.43, 2.13, 0.66], [3.99, 0.97, 1.66], [3.50, -0.39, 2.30], [4.64, 2.01, 2.93], [5.29, 0.77, 0.49], [-0.83, 2.33, 2.17], [-0.64, 0.85, 3.10], [-2.06, 3.25, 3.00], [-3.92, 2.10, 1.46], [-3.44, 0.54, 2.41], [-4.61, 0.44, 0.91], [-2.83, 0.59, -0.77], [-1.86, -0.31, 0.56], [-1.86, 4.23, 0.58], [-3.21, 3.19, -0.29], [-2.05, 4.91, -1.89], [-0.33, 4.21, -1.61], [-0.86, 2.60, -3.01], [0.62, 0.22, 0.84], [1.68, 0.87, -2.12], [2.75, -0.18, -0.98], [0.00, -2.36, -3.83], [-0.31, -0.05, -3.82], [1.94, 3.06, 1.69], [4.96, 1.45, 3.71], [4.84, 0.64, -0.42], [-1.33, 0.17, 2.85], [-2.29, 2.85, 3.90], [-2.69, -4.28, -2.54]],
  "energy_ev": -131503.6117,
  "total_charge": 2,
  "homo_energy_ev": -12.54,
  "lumo_energy_ev": -10.6
}

---

# 5
{
  "formula": "C3H4ClNOS",
  "method": "wB97M-V/def2-TZVPD",
  "symbols": ["C", "C", "C", "N", "O", "S", "Cl", "H", "H", "H", "H"],
  "xyz": [[-1.86, -1.20, 0.00], [0.22, -0.06, -0.62], [-2.39, 0.08, 0.33], [-0.36, -1.19, -0.11], [-2.44, -2.26, -0.01], [-1.18, 1.35, -0.05], [-4.03, 0.46, -0.07], [0.14, 0.04, -1.70], [1.17, 0.25, -0.22], [0.03, -1.54, 0.76], [-0.67, 1.52, 1.20]],
  "energy_ev": -30068.4645,
  "de_lowest_kcal_mol": 55.5,
  "homo_energy_ev": -7.89,
  "lumo_energy_ev": -0.1
}

---

# 6
{
  "formula": "C8H12NO3",
  "method": "wB97M-V/def2-TZVPD",
  "symbols": ["C", "C", "C", "C", "N", "O", "C", "O", "C", "C", "C", "O", "H", "H", "H", "H", "H", "H", "H", "H", "H", "H", "H", "H"],
  "xyz": [[-3.27, -0.07, -1.41], [-2.52, -0.18, -0.11], [-1.18, 0.48, -0.05], [-0.84, 0.49, 1.38], [-0.17, -0.03, -0.92], [0.43, -1.30, -0.59], [1.72, -1.30, -0.21], [2.30, -2.35, -0.09], [2.44, -0.03, 0.03], [3.89, -0.28, 0.32], [1.94, 1.17, -0.08], [1.68, 2.34, -0.09], [-4.25, -0.48, -1.24], [-3.54, 0.90, -1.75], [-2.71, -0.59, -2.22], [-3.05, 0.34, 0.67], [-2.26, -1.18, 0.17], [-1.07, 1.54, -0.29], [0.21, 0.81, 1.57], [-1.64, 1.11, 1.90], [-0.79, -0.43, 1.82], [4.21, 0.05, 1.31], [4.56, 0.38, -0.34], [3.89, -1.39, 0.24]],
  "energy_ev": -16120.5379,
  "de_lowest_kcal_mol": 105.6,
  "total_charge": -1,
  "smiles": "CC[C@@H](C)[N-]OC(=O)C(C)=C=O",
  "homo_energy_ev": -2.84,
  "lumo_energy_ev": 3.7
}

---

# 7
{
  "formula": "C6H10O",
  "method": "wB97M-V/def2-TZVPD",
  "symbols": ["C", "C", "C", "C", "C", "C", "O", "H", "H", "H", "H", "H", "H", "H", "H", "H", "H"],
  "xyz": [[-0.25, 1.69, -1.20], [-0.28, 0.43, -0.37], [-0.54, 0.53, 1.16], [0.58, -0.52, 1.39], [0.88, -0.57, -0.12], [-0.05, -1.64, -0.72], [-1.06, -0.64, -0.98], [-1.23, 2.17, -1.24], [0.46, 2.42, -0.80], [0.05, 1.45, -2.23], [-0.29, 1.51, 1.58], [-1.56, 0.27, 1.46], [0.23, -1.48, 1.77], [1.41, -0.16, 2.00], [1.91, -0.37, -0.46], [-0.28, -2.57, 0.08], [0.02, -2.52, -1.32]],
  "energy_ev": -8428.6464,
  "de_lowest_kcal_mol": 59.8,
  "smiles": "C[C@]12CC[C@H]1CO2",
  "homo_energy_ev": -9.05,
  "lumo_energy_ev": 1.1
}

---

# 8
{
  "formula": "CH4FN2O",
  "method": "wB97M-V/def2-TZVPD",
  "symbols": ["C", "N", "N", "O", "F", "H", "H", "H", "H"],
  "xyz": [[-0.19, 0.04, 0.41], [-0.32, -1.24, -0.19], [0.91, 0.69, 0.21], [1.34, 1.41, 1.26], [-1.57, 0.97, -0.96], [-0.57, 0.33, 1.52], [0.27, -1.40, -1.00], [-1.24, -1.57, -0.54], [1.38, 0.77, -0.72]],
  "energy_ev": -8844.7435,
  "de_lowest_kcal_mol": 40.9,
  "total_charge": -1,
  "homo_energy_ev": -2.63,
  "lumo_energy_ev": 4.6
}

---

# 9
{
  "formula": "C31H46N3O8P",
  "method": "wB97M-V/def2-TZVPD",
  "symbols": ["C", "C", "C", "C", "C", "C", "C", "C", "P", "O", "O", "O", "C", "C", "C", "O", "C", "C", "C", "C", "C", "C", "C", "C", "N", "C", "N", "C", "C", "N", "C", "H", "H", "H", "H", "H", "H", "H", "H", "H", "H", "H", "H", "H", "H", "H", "H", "H", "H", "H", "H", "H", "H", "H", "H", "H", "H", "H", "H", "H", "H", "C", "C", "O", "C", "C", "O", "H", "H", "H", "H", "H", "H", "H", "H", "C", "C", "O", "C", "C", "O", "H", "H", "H", "H", "H", "H", "H", "H"],
  "xyz": [[-2.84, 3.85, -4.36], [-2.87, 3.72, -2.84], [-1.46, 3.94, -2.25], [-1.14, 3.12, -1.00], [0.33, 2.68, -0.88], [0.61, 1.19, -0.94], [1.41, 0.56, -0.03], [2.06, 1.36, 1.08], [3.63, 2.13, 0.60], [4.66, 2.04, 1.63], [3.22, 3.62, 0.17], [4.08, 1.42, -0.77], [1.67, -0.85, -0.11], [2.60, -1.51, 0.89], [1.90, -1.91, 2.18], [0.78, -2.74, 1.94], [-0.45, -2.22, 2.41], [-1.53, -3.29, 2.27], [1.10, -1.59, -1.09], [1.34, -3.06, -1.22], [0.32, -3.96, -0.92], [0.58, -5.31, -1.00], [1.84, -5.72, -1.40], [2.78, -4.75, -1.71], [2.55, -3.44, -1.62], [0.27, -0.97, -2.05], [-0.27, -1.73, -3.04], [-1.00, -1.10, -3.93], [-1.19, 0.30, -3.89], [-0.68, 1.05, -2.95], [0.05, 0.42, -1.99], [-2.34, 2.99, -4.83], [-3.84, 3.97, -4.79], [-2.26, 4.73, -4.64], [-3.54, 4.49, -2.46], [-3.24, 2.74, -2.54], [-1.33, 5.00, -2.04], [-0.74, 3.69, -3.03], [-1.37, 3.74, -0.14], [-1.79, 2.25, -0.96], [0.73, 3.06, 0.06], [0.92, 3.18, -1.66], [2.32, 0.74, 1.93], [1.40, 2.14, 1.44], [3.52, 3.88, -0.71], [3.53, 1.63, -1.53], [3.09, -2.37, 0.42], [3.40, -0.82, 1.15], [2.59, -2.45, 2.84], [1.59, -1.01, 2.72], [-0.35, -1.91, 3.46], [-0.73, -1.32, 1.85], [-2.39, -2.94, 1.70], [-1.12, -4.15, 1.74], [-1.88, -3.65, 3.24], [-0.65, -3.58, -0.61], [-0.19, -6.04, -0.76], [2.11, -6.77, -1.44], [3.78, -5.05, -2.02], [-1.45, -1.69, -4.72], [-1.78, 0.79, -4.66], [-6.59, 7.95, 0.30], [-6.76, 6.45, 0.27], [-5.59, 5.78, -0.21], [-4.54, 5.47, 0.59], [-4.49, 6.01, 2.00], [-3.65, 4.81, 0.13], [-5.80, 8.26, 0.99], [-7.52, 8.43, 0.60], [-6.32, 8.32, -0.70], [-7.06, 6.05, 1.24], [-7.53, 6.17, -0.45], [-3.89, 6.92, 2.00], [-4.00, 5.27, 2.62], [-5.46, 6.24, 2.44], [5.34, -5.96, 3.75], [5.27, -5.98, 2.24], [4.42, -7.02, 1.75], [3.08, -6.89, 1.64], [2.40, -5.69, 2.26], [2.46, -7.76, 1.09], [4.37, -5.76, 4.20], [6.04, -5.20, 4.08], [5.68, -6.93, 4.12], [4.96, -5.02, 1.83], [6.24, -6.21, 1.82], [2.02, -5.97, 3.24], [1.56, -5.41, 1.62], [3.03, -4.81, 2.37]],
  "energy_ev": -63035.2021,
  "de_lowest_kcal_mol": 0.0,
  "smiles": "CCCCCc1c(CP(=O)(O)O)c(CCOCC)c(-c2ccccn2)c2nccnc12.CCOC(C)=O.CCOC(C)=O",
  "homo_energy_ev": -8.71,
  "lumo_energy_ev": -0.1
}

---

# 10
{
  "formula": "C9H11CrO18",
  "method": "wB97M-V/def2-TZVPD",
  "symbols": ["Cr", "O", "C", "O", "O", "H", "O", "C", "O", "O", "H", "O", "C", "O", "O", "H", "O", "C", "O", "O", "H", "O", "C", "O", "O", "H", "C", "C", "C", "O", "C", "O", "O", "H", "H", "H", "H", "H", "H"],
  "xyz": [[-0.94, 0.15, -0.95], [2.69, 2.16, -2.59], [2.12, 0.96, -2.49], [0.99, 0.89, -2.04], [2.59, -0.11, -2.97], [2.04, 2.72, -2.17], [-4.17, -1.51, 1.48], [-3.90, -1.05, 0.28], [-4.73, -1.19, -0.70], [-2.69, -0.76, 0.07], [-3.27, -1.44, 1.81], [-3.09, 3.53, -2.62], [-3.10, 2.33, -2.07], [-4.02, 1.52, -2.19], [-2.09, 1.94, -1.49], [-2.35, 3.77, -2.05], [-1.54, -0.78, -5.12], [-1.10, -1.03, -3.88], [0.08, -1.64, -3.69], [-1.79, -0.65, -2.92], [-2.22, -0.17, -4.86], [1.75, -2.97, 0.72], [1.21, -2.32, -0.30], [0.24, -1.57, -0.14], [1.66, -2.57, -1.47], [1.14, -2.66, 1.40], [1.75, -0.43, 4.60], [2.04, 0.53, 3.54], [2.79, 0.06, 2.33], [1.94, 0.43, 1.33], [0.80, 0.82, 1.71], [-0.15, 1.18, 1.05], [0.76, 0.83, 3.00], [1.27, 0.02, 5.48], [2.70, -0.65, 5.08], [1.18, -1.30, 4.26], [2.71, 1.32, 3.89], [2.99, -1.01, 2.35], [3.71, 0.65, 2.32]],
  "energy_ev": -74788.8843,
  "spin_multiplicity": 6,
  "total_charge": -2,
  "homo_energy_ev": [-1.96, -2.04],
  "lumo_energy_ev": [3.9, 2.8],
  "s_squared": 8.760
}

---

# 11
{
  "formula": "C5H10O3",
  "method": "wB97M-V/def2-TZVPD",
  "symbols": ["C", "C", "O", "C", "C", "C", "O", "O", "H", "H", "H", "H", "H", "H", "H", "H", "H", "H"],
  "xyz": [[-1.21, 1.00, 1.21], [-0.67, 0.67, 0.01], [-0.84, 1.50, -1.05], [0.47, -0.26, 0.02], [0.40, -1.48, 0.91], [1.83, 0.39, -0.06], [-0.06, -0.80, -1.52], [-1.16, -0.80, -2.41], [-0.89, 0.57, 2.14], [-1.90, 1.82, 1.29], [-1.76, 1.50, -1.36], [-0.59, -1.93, 0.88], [0.70, -1.24, 1.93], [1.11, -2.21, 0.52], [1.80, 1.38, -0.52], [2.45, -0.22, -0.73], [2.29, 0.47, 0.92], [-1.98, -0.35, -2.17]],
  "energy_ev": -11483.2724,
  "de_lowest_kcal_mol": 159.4,
  "smiles": "C=C(O)C(C)(C)OO",
  "homo_energy_ev": -8.73,
  "lumo_energy_ev": 0.6
}

---

# 12
{
  "formula": "C6H8",
  "method": "wB97M-V/def2-TZVPD",
  "symbols": ["C", "C", "C", "C", "C", "C", "H", "H", "H", "H", "H", "H", "H", "H"],
  "xyz": [[1.16, -1.59, -0.25], [0.77, -1.87, -1.47], [0.23, -1.05, 0.85], [-0.98, 1.12, -0.11], [-0.29, 1.51, 1.27], [-0.55, 0.14, 0.86], [-0.39, -1.86, -1.65], [1.31, -1.91, -2.41], [-0.42, -1.96, 0.89], [0.72, -1.16, 1.74], [-2.03, 1.18, -0.24], [-0.33, 1.34, -0.95], [0.74, 1.94, 1.10], [-0.72, 1.97, 2.14]],
  "energy_ev": -6344.9671,
  "de_lowest_kcal_mol": 134.1,
  "homo_energy_ev": [-8.66, -8.21],
  "lumo_energy_ev": [0.1, -0.3]
}